Record 1
This record from the OMol25 dataset describes a 11-piece molecular cluster, C49H116N4O11 overall. The level of theory is wB97M-V/def2-TZVPD.

CARTESIAN COORDINATES (ANGSTROEM)
C1 -0.87 -4.45 1.64
O1 -2.25 -4.59 1.45
H1 -0.57 -4.44 2.75
H2 -0.32 -5.34 1.33
H3 -0.43 -3.57 1.27
H4 -2.69 -3.79 1.73
C2 1.14 4.24 -2.02
O2 0.32 3.05 -2.04
H5 1.06 4.76 -1.08
H6 2.19 4.03 -2.10
H7 0.80 4.91 -2.84
H8 -0.21 2.89 -1.26
C3 2.78 -2.36 -1.01
O3 2.92 -1.68 0.20
H9 2.29 -3.34 -0.86
H10 2.13 -1.84 -1.68
H11 3.67 -2.41 -1.62
H12 3.28 -0.79 0.05
C4 3.31 1.43 -3.99
O4 2.80 1.39 -2.67
H13 3.64 0.41 -4.15
H14 2.51 1.79 -4.70
H15 4.16 2.01 -4.12
H16 1.94 1.82 -2.54
C5 5.80 1.85 1.44
C6 5.93 2.26 -0.03
C7 7.37 2.73 -0.39
C8 8.41 1.58 -0.34
C9 8.02 0.56 -1.35
C10 6.62 0.03 -1.07
N1 5.67 1.16 -1.00
O5 4.40 0.59 -0.64
C11 6.13 -0.79 -2.27
C12 6.72 -0.93 0.07
C13 4.92 3.39 -0.39
H17 5.45 2.67 2.12
H18 6.75 1.53 1.84
H19 5.13 1.00 1.51
H20 7.35 3.04 -1.46
H21 7.68 3.67 0.12
H22 8.40 0.99 0.63
H23 9.39 1.99 -0.56
H24 8.71 -0.28 -1.44
H25 8.02 0.97 -2.39
H26 5.79 -0.13 -3.05
H27 6.90 -1.39 -2.70
H28 5.33 -1.44 -2.09
H29 7.21 -0.37 0.89
H30 5.68 -1.10 0.44
H31 7.25 -1.83 -0.14
H32 4.98 3.65 -1.43
H33 5.13 4.22 0.26
H34 3.95 3.01 -0.05
H35 3.84 0.93 -1.43
C14 -4.81 -1.01 4.35
C15 -4.00 -2.18 3.77
C16 -4.69 -3.48 4.10
C17 -5.90 -3.73 3.24
C18 -5.60 -3.70 1.72
C19 -4.92 -2.31 1.31
N2 -3.79 -2.12 2.29
O6 -3.09 -0.96 1.95
C20 -4.31 -2.38 -0.06
C21 -5.90 -1.16 1.30
C22 -2.63 -2.25 4.53
H36 -4.95 -1.13 5.43
H37 -5.86 -0.95 3.97
H38 -4.41 0.00 4.24
H39 -3.96 -4.24 4.01
H40 -5.04 -3.45 5.11
H41 -6.75 -3.08 3.39
H42 -6.27 -4.75 3.37
H43 -6.46 -3.71 1.14
H44 -4.94 -4.47 1.37
H45 -3.92 -1.44 -0.35
H46 -3.56 -3.18 -0.02
H47 -5.11 -2.72 -0.77
H48 -6.47 -1.09 2.24
H49 -5.44 -0.21 1.10
H50 -6.61 -1.25 0.52
H51 -1.95 -1.51 4.11
H52 -2.24 -3.23 4.40
H53 -2.78 -2.02 5.60
H54 -3.69 -0.25 2.16
C23 1.85 2.07 2.80
C24 1.17 1.78 4.18
C25 1.97 2.49 5.25
C26 1.21 2.59 6.65
C27 -0.10 3.34 6.33
C28 -0.94 2.73 5.19
N3 -0.09 2.48 4.06
O7 -0.92 1.86 3.03
C29 -1.66 1.47 5.79
C30 -1.98 3.71 4.70
C31 1.06 0.26 4.35
H55 1.30 1.65 1.97
H56 2.91 1.80 2.76
H57 1.86 3.11 2.56
H58 2.85 1.87 5.37
H59 2.20 3.54 4.88
H60 1.84 3.05 7.45
H61 0.99 1.63 7.09
H62 0.23 4.37 5.91
H63 -0.72 3.41 7.23
H64 -2.21 0.78 5.11
H65 -0.95 0.92 6.40
H66 -2.41 1.88 6.49
H67 -1.46 4.44 4.03
H68 -2.65 3.06 4.18
H69 -2.53 4.21 5.45
H70 0.47 -0.37 3.66
H71 0.67 -0.04 5.29
H72 2.10 -0.15 4.33
H73 -0.55 2.08 2.15
C32 1.20 -4.71 -3.44
C33 -0.09 -4.63 -4.22
C34 -1.34 -4.38 -3.27
C35 -1.58 -2.95 -2.85
C36 -1.58 -2.02 -4.12
C37 -0.30 -2.15 -4.94
N4 -0.11 -3.59 -5.28
O8 1.06 -3.67 -6.12
C38 -0.46 -1.53 -6.28
C39 0.88 -1.59 -4.18
C40 -0.21 -6.01 -4.81
H74 1.58 -3.74 -3.11
H75 1.08 -5.35 -2.54
H76 2.04 -5.18 -3.98
H77 -2.22 -4.72 -3.83
H78 -1.26 -4.93 -2.33
H79 -2.53 -2.93 -2.28
H80 -0.81 -2.67 -2.13
H81 -1.72 -0.95 -3.75
H82 -2.42 -2.44 -4.67
H83 -0.63 -0.47 -6.09
H84 -1.30 -1.95 -6.82
H85 0.41 -1.69 -6.92
H86 0.87 -0.52 -4.38
H87 1.78 -2.06 -4.53
H88 0.92 -1.72 -3.08
H89 0.63 -6.35 -5.38
H90 -0.34 -6.72 -3.97
H91 -1.14 -6.02 -5.43
H92 1.77 -3.98 -5.54
C41 -5.39 2.95 0.93
C42 -4.47 2.90 2.10
C43 -5.26 2.58 3.38
O9 -3.50 1.89 1.74
H93 -5.82 1.94 0.86
H94 -4.90 3.14 0.01
H95 -6.17 3.71 1.14
H96 -3.83 3.82 2.19
H97 -4.68 2.64 4.27
H98 -5.69 1.60 3.35
H99 -6.02 3.33 3.41
H100 -2.78 2.02 2.40
C44 -2.39 0.96 -1.56
C45 -1.29 0.90 -0.41
C46 -0.03 0.17 -0.85
O10 -1.00 2.18 0.17
H101 -1.94 1.33 -2.49
H102 -3.30 1.61 -1.32
H103 -2.57 -0.10 -1.67
H104 -1.77 0.39 0.43
H105 0.79 0.47 -0.20
H106 0.32 0.32 -1.87
H107 -0.08 -0.91 -0.65
H108 -1.89 2.40 0.48
C47 -2.14 2.19 -5.90
C48 -0.67 2.42 -5.68
C49 -0.38 3.86 -5.66
O11 -0.22 1.80 -4.46
H109 -2.78 2.68 -5.13
H110 -2.45 1.17 -5.79
H111 -2.45 2.49 -6.88
H112 -0.10 1.91 -6.48
H113 -1.04 4.32 -4.89
H114 -0.63 4.33 -6.65
H115 0.64 4.09 -5.42
H116 -0.21 2.36 -3.65

Properties
- Structure (SMILES): CC1(C)CCCC(C)(C)N1O.CC1(C)CCCC(C)(C)N1O.CC1(C)CCCC(C)(C)N1O.CC1(C)CCCC(C)(C)N1O.CC(C)O.CC(C)O.CC(C)O.CO.CO.CO.CO
- Net charge: 0
- Orbital gap: 8.60 eV
- F_max: 3.33 eV Å⁻¹

=====

Record 2
This record from the OMol25 dataset describes a 2-piece molecular cluster, C20H36Br2NO4 overall. The level of theory is wB97M-V/def2-TZVPD.

CARTESIAN COORDINATES (ANGSTROEM)
C1 3.17 -0.08 1.52
C2 2.88 -0.09 0.35
C3 2.59 -0.05 -1.09
C4 2.55 1.43 -1.51
C5 1.59 2.27 -0.65
C6 0.60 3.18 -1.42
C7 -0.85 2.82 -1.10
C8 -1.23 3.09 0.36
C9 -2.43 2.27 0.84
O1 -2.15 1.68 2.10
C10 -1.92 0.29 2.01
C11 3.77 -0.83 -1.86
O2 4.48 -0.11 -2.59
O3 3.84 -2.04 -1.60
N1 1.27 -0.69 -1.34
C12 1.09 -1.95 -0.58
C13 0.20 -2.99 -1.27
C14 -0.67 -3.75 -0.26
O4 1.22 -0.97 -2.73
C15 0.29 -0.15 -3.42
C16 -1.04 -0.82 -3.77
C17 -2.22 -0.44 -2.86
C18 -2.22 -1.11 -1.49
H1 3.43 -0.06 2.55
H2 2.29 1.49 -2.57
H3 3.57 1.80 -1.44
H4 2.18 2.90 0.02
H5 1.01 1.60 -0.02
H6 0.76 3.06 -2.50
H7 0.78 4.23 -1.19
H8 -1.54 3.33 -1.78
H9 -0.94 1.74 -1.26
H10 -0.39 2.79 0.99
H11 -1.40 4.16 0.52
H12 -3.32 2.89 0.95
H13 -2.65 1.49 0.11
H14 -1.02 0.07 1.42
H15 -1.77 -0.10 3.01
H16 -2.76 -0.24 1.55
H17 0.63 -1.67 0.38
H18 2.06 -2.40 -0.38
H19 -0.44 -2.52 -2.00
H20 0.86 -3.70 -1.77
H21 -1.18 -3.05 0.40
H22 -1.45 -4.31 -0.79
H23 -0.08 -4.45 0.34
H24 0.81 0.15 -4.33
H25 0.10 0.75 -2.83
H26 -0.91 -1.90 -3.81
H27 -1.30 -0.50 -4.78
H28 -2.22 0.65 -2.74
H29 -3.15 -0.70 -3.38
H30 -1.39 -0.76 -0.87
H31 -2.13 -2.19 -1.59
H32 -3.15 -0.90 -0.96
Br1 -2.14 -1.22 6.32
C19 -0.28 -1.17 6.85
C20 0.45 0.01 6.24
Br2 0.79 -0.25 4.35
H33 0.16 -2.11 6.54
H34 -0.28 -1.09 7.94
H35 1.42 0.13 6.72
H36 -0.12 0.93 6.33

Properties
- Net charge: -1
- Orbital gap: 6.24 eV
- F_max: 0.53 eV Å⁻¹

=====

Record 3
This record from the OMol25 dataset describes a 8-piece molecular cluster, C33H41F2N2O26PS3 overall. The level of theory is wB97M-V/def2-TZVPD.

CARTESIAN COORDINATES (ANGSTROEM)
C1 4.80 -0.91 1.85
C2 4.28 0.49 1.65
O1 2.91 0.74 2.04
C3 1.99 -0.05 1.47
C4 1.48 0.25 0.15
P1 1.90 1.78 -0.76
O2 0.48 2.46 -1.05
O3 2.37 1.26 -2.18
S1 3.11 3.05 0.04
C5 0.57 -0.63 -0.44
C6 0.06 -0.50 -1.85
C7 0.96 -1.37 -2.71
F1 0.92 -1.03 -4.05
C8 0.11 -1.77 0.29
N1 -0.78 -2.61 -0.29
C9 -1.14 -3.63 0.42
S2 -2.26 -4.82 -0.27
O4 -3.04 -5.41 0.76
O5 -1.50 -5.70 -1.09
F2 -3.21 -4.04 -1.19
C10 -0.72 -3.86 1.73
N2 0.11 -3.08 2.33
C11 0.56 -2.01 1.61
C12 1.51 -1.14 2.18
S3 2.03 -1.46 3.84
H1 4.81 -1.23 2.88
H2 5.83 -0.90 1.51
H3 4.29 -1.62 1.22
H4 4.85 1.18 2.25
H5 4.43 0.77 0.62
H6 0.02 2.60 -0.21
H7 2.53 2.02 -2.76
H8 -0.01 0.53 -2.19
H9 -0.94 -0.91 -1.92
H10 1.99 -1.29 -2.37
H11 0.68 -2.41 -2.60
H12 -1.10 -4.72 2.25
H13 1.67 -0.28 4.35
C13 2.66 6.88 3.80
C14 2.29 5.44 3.52
O6 3.27 5.09 2.53
C15 4.35 5.89 2.69
O7 5.39 5.74 2.13
O8 4.07 6.90 3.54
H14 2.46 7.19 4.82
H15 2.17 7.55 3.11
H16 2.40 4.78 4.38
H17 1.29 5.34 3.11
C16 -2.56 -3.12 -4.27
C17 -3.52 -3.84 -5.19
O9 -4.11 -2.76 -5.92
C18 -3.25 -1.72 -5.90
O10 -3.38 -0.73 -6.54
O11 -2.24 -1.95 -5.03
H18 -1.67 -3.69 -4.05
H19 -3.03 -2.82 -3.33
H20 -3.01 -4.51 -5.89
H21 -4.29 -4.41 -4.66
C19 -3.94 2.46 -4.37
C20 -2.72 1.65 -4.76
O12 -1.97 1.66 -3.53
C21 -2.82 1.86 -2.51
O13 -2.53 1.74 -1.36
O14 -4.04 2.21 -2.96
H22 -4.85 2.13 -4.87
H23 -3.81 3.53 -4.52
H24 -2.96 0.62 -5.01
H25 -2.14 2.09 -5.56
C22 -3.36 0.92 2.68
C23 -2.77 1.79 1.60
O15 -1.75 2.51 2.32
C24 -1.40 1.78 3.39
O16 -0.46 2.02 4.09
O17 -2.25 0.74 3.57
H26 -3.71 -0.04 2.31
H27 -4.17 1.40 3.23
H28 -2.30 1.22 0.81
H29 -3.48 2.48 1.16
C25 -2.30 -4.02 4.79
C26 -3.53 -3.36 4.21
O18 -4.47 -3.46 5.28
C27 -3.78 -3.59 6.44
O19 -4.27 -3.54 7.52
O20 -2.47 -3.79 6.19
H30 -1.37 -3.59 4.43
H31 -2.29 -5.10 4.61
H32 -3.36 -2.30 3.99
H33 -3.91 -3.86 3.32
C28 1.91 -5.63 -2.75
C29 3.33 -6.17 -2.77
O21 4.10 -5.00 -2.48
C30 3.31 -4.13 -1.81
O22 3.69 -3.14 -1.27
O23 2.02 -4.54 -1.83
H34 1.18 -6.35 -2.39
H35 1.59 -5.24 -3.71
H36 3.51 -6.91 -2.00
H37 3.61 -6.58 -3.74
C31 1.19 5.95 -1.00
C32 2.47 6.53 -0.44
O24 1.97 7.41 0.59
C33 0.76 6.97 0.96
O25 0.18 7.33 1.94
O26 0.31 6.01 0.12
H38 1.30 4.92 -1.34
H39 0.77 6.56 -1.81
H40 3.10 5.77 0.03
H41 3.05 7.09 -1.17

Properties
- Structure (SMILES): CCOc1c(P(O)(O)=S)c(CCF)c2nc(S(=O)(=O)F)cnc2c1S.O=C1OCCO1.O=C1OCCO1.O=C1OCCO1.O=C1OCCO1.O=C1OCCO1.O=C1OCCO1.O=C1OCCO1
- Net charge: 0
- Orbital gap: 7.20 eV
- F_max: 2.51 eV Å⁻¹

=====

Record 4
This record from the OMol25 dataset describes C19H23N3O as an isolated structure. The level of theory is wB97M-V/def2-TZVPD.

CARTESIAN COORDINATES (ANGSTROEM)
C1 5.27 3.89 2.31
H1 4.88 4.19 1.27
H2 6.31 3.57 2.18
H3 5.15 4.55 3.04
C2 4.83 2.50 2.48
C3 5.24 2.05 3.96
H4 5.04 2.90 4.78
H5 6.34 1.64 3.89
H6 4.76 0.96 4.26
H7 4.87 1.81 1.77
O1 3.23 2.71 2.91
C4 2.47 1.69 2.77
C5 1.18 2.20 2.66
C6 -0.05 1.22 2.81
C7 0.39 -0.17 2.49
C8 1.59 -0.34 2.40
C9 2.66 0.57 2.29
H8 3.65 0.20 2.28
H9 1.78 -1.66 2.14
C10 -0.89 -1.03 2.50
C11 -1.17 -1.42 1.01
C12 -0.90 -0.51 0.11
C13 -1.35 -0.90 -1.27
C14 -2.26 -1.79 -1.48
C15 -2.49 -2.97 -0.46
C16 -2.19 -2.48 0.71
H10 -2.39 -2.94 1.44
H11 -3.33 -3.65 -0.62
N1 -2.66 -2.09 -2.81
C17 -2.70 -1.42 -4.05
N2 -2.92 -2.12 -5.09
C18 -2.76 -1.04 -6.17
H12 -2.10 -1.17 -6.83
H13 -3.73 -0.92 -6.79
C19 -2.64 0.41 -5.38
N3 -2.52 -0.23 -3.90
H14 -2.62 0.29 -3.29
H15 -3.77 1.15 -5.30
H16 -1.87 0.94 -5.70
H17 -3.03 -3.13 -2.81
H18 -1.01 -0.15 -2.25
H19 -0.24 0.38 0.29
H20 -0.43 -1.96 2.92
H21 -1.61 -0.62 2.93
H22 -0.91 1.52 2.99
H23 0.77 3.19 2.86

Properties
- Net charge: 0
- Orbital gap: 8.35 eV
- F_max: 18.39 eV Å⁻¹

=====

Record 5
This record from the OMol25 dataset describes a 2-piece molecular cluster, C3H8O3 overall. The level of theory is wB97M-V/def2-TZVPD.

CARTESIAN COORDINATES (ANGSTROEM)
C1 1.17 0.11 -1.27
O1 0.59 0.91 -0.22
C2 1.36 -1.30 -0.67
H1 0.49 0.15 -2.12
H2 2.14 0.47 -1.58
H3 -0.26 1.21 -0.53
H4 0.49 -1.91 -0.87
H5 2.27 -1.75 -1.03
H6 1.42 -1.31 0.42
O2 -1.25 -0.50 1.73
C3 -1.52 0.66 1.73
O3 -2.75 1.14 1.38
H7 -1.14 1.59 2.38
H8 -3.01 0.52 0.65

Properties
- Structure (SMILES): O=CO.CCO
- Net charge: 0
- Orbital gap: 10.87 eV
- F_max: 4.29 eV Å⁻¹

=====

Record 6
This record from the OMol25 dataset describes one molecule with the formula C4H5ClN2. The level of theory is wB97M-V/def2-TZVPD.

CARTESIAN COORDINATES (ANGSTROEM)
C1 -0.58 -1.52 -0.12
C2 0.07 -0.69 -1.06
C3 -1.29 -0.81 0.70
C4 1.34 0.75 0.41
N1 0.82 0.44 -0.76
N2 -1.34 0.27 1.32
Cl1 1.64 2.55 0.62
H1 -0.87 -2.57 -0.20
H2 -0.15 -0.76 -2.17
H3 0.69 1.25 -1.49
H4 -2.20 0.88 1.35
H5 1.88 0.21 1.40

Properties
- Net charge: 0
- Orbital gap (alpha / beta): 7.33 / 7.22 eV
- F_max: 5.46 eV Å⁻¹